The following is a DFT calculation (the ωB97M-V functional and the def2-TZVPD basis) of a cluster of 2 separate species, C3H8INOS in total at a distorted geometry.

Summary:
Energy relative to the best compared isomer or geometry (same formula, charge and spin)   369.7 kJ/mol
HOMO energy (alpha / beta)   -7.784 / -8.417 eV
HOMO-LUMO gap (alpha / beta)   6.5 / 7.9 eV

```
! wB97M-V def2-TZVPD RIJCOSX def2/J DEFGRID3
* xyz 0 1
C 1.063 2.212 -0.006
C -0.825 -2.299 0.100
C 1.086 0.796 0.442
N -0.819 0.246 -0.953
O -2.264 -0.197 1.048
S -1.914 -0.761 -0.275
I 2.552 -0.534 0.039
H 0.127 2.596 -0.146
H 1.495 2.826 0.822
H 1.628 2.266 -0.863
H 0.022 -2.199 0.903
H -0.470 -2.513 -0.916
H -1.679 -2.935 0.423
H 0.410 0.558 1.163
H -0.412 -0.064 -1.781
*
```

What are the natural (NBO) partial charges on each atom? They are as follows, in elementary charge units:
1. C -0.68
2. C -0.82
3. C -0.17
4. N -0.92
5. O -0.97
6. S 1.42
7. I 0.24
8. H 0.25
9. H 0.23
10. H 0.21
11. H 0.24
12. H 0.21
13. H 0.23
14. H 0.19
15. H 0.35

The following is a DFT calculation (the ωB97M-V functional and the def2-TZVPD basis) of the ion C5H12NO with charge +1 at a distorted geometry.

Summary:
Energy relative to the best compared isomer or geometry (same formula, charge and spin)   223.9 kJ/mol
HOMO energy   -13.717 eV
HOMO-LUMO gap   10.2 eV
SMILES   C[C@H]([NH3+])CCC=O

```
! wB97M-V def2-TZVPD RIJCOSX def2/J DEFGRID3
* xyz 1 1
C 2.059 1.187 -0.274
C 0.716 0.582 0.394
N 0.945 -0.562 1.472
C -0.250 0.048 -0.725
C -1.879 0.035 -0.618
C -2.372 -1.359 -0.308
O -2.159 -1.923 0.750
H 2.531 1.879 0.490
H 1.823 1.948 -1.033
H 2.864 0.366 -0.433
H 0.163 1.364 0.748
H 1.472 -1.302 1.080
H -0.040 -0.900 1.912
H 1.594 -0.273 2.158
H 0.101 -0.999 -1.191
H 0.062 0.594 -1.690
H -2.459 0.179 -1.559
H -2.208 0.978 -0.130
H -2.964 -1.842 -1.043
*
```

What are the natural (NBO) partial charges on each atom? They are as follows, in elementary charge units:
1. C -0.65
2. C -0.04
3. N -0.70
4. C -0.45
5. C -0.55
6. C 0.44
7. O -0.53
8. H 0.24
9. H 0.27
10. H 0.24
11. H 0.22
12. H 0.43
13. H 0.50
14. H 0.43
15. H 0.23
16. H 0.27
17. H 0.25
18. H 0.26
19. H 0.15

The following is a DFT calculation (the ωB97M-V functional and the def2-TZVPD basis) of a cluster of 2 separate species, C23H18N3 in total at a distorted geometry.

Summary:
Energy relative to the best compared isomer or geometry (same formula, charge and spin)   338.2 kJ/mol
HOMO energy   -11.184 eV
HOMO-LUMO gap   5.7 eV

```
! wB97M-V def2-TZVPD RIJCOSX def2/J DEFGRID3
* xyz 1 1
C 2.290 -0.685 2.598
N 3.177 0.161 3.182
N 4.136 0.713 3.527
C 0.912 -0.497 2.969
C 0.001 -1.574 3.087
C -1.341 -1.324 3.328
C -1.806 -0.006 3.453
C -3.222 0.235 3.580
N -4.379 0.404 3.652
C -0.895 1.060 3.422
C 0.454 0.815 3.207
H 2.632 -1.699 2.308
H 0.375 -2.598 3.020
H -2.054 -2.145 3.422
H -1.247 2.083 3.566
H 1.169 1.643 3.218
C 3.000 -0.642 0.267
C 4.425 -0.839 0.398
C 5.241 0.213 0.878
C 6.601 0.027 1.074
C 7.201 -1.202 0.759
C 6.422 -2.236 0.220
C 5.053 -2.060 0.033
C 2.237 -1.454 -0.582
C 0.928 -1.176 -0.949
C 0.125 -2.049 -1.751
C -1.176 -1.635 -2.141
C -2.014 -2.482 -2.851
C -1.575 -3.763 -3.226
C -0.276 -4.175 -2.896
C 0.573 -3.335 -2.180
H 2.569 0.332 0.540
H 4.792 1.195 1.043
H 7.204 0.844 1.471
H 8.265 -1.359 0.936
H 6.882 -3.184 -0.068
H 4.461 -2.873 -0.399
H 2.713 -2.328 -1.031
H 0.500 -0.212 -0.658
H -1.506 -0.635 -1.853
H -3.021 -2.157 -3.114
H -2.236 -4.439 -3.768
H 0.081 -5.165 -3.190
H 1.581 -3.664 -1.925
*
```

What are the natural (NBO) partial charges on each atom? They are as follows, in elementary charge units:
1. C -0.27
2. N 0.07
3. N 0.13
4. C 0.02
5. C -0.24
6. C -0.13
7. C -0.17
8. C 0.25
9. N -0.26
10. C -0.15
11. C -0.23
12. H 0.27
13. H 0.23
14. H 0.24
15. H 0.24
16. H 0.22
17. C 0.02
18. C -0.08
19. C -0.18
20. C -0.20
21. C -0.14
22. C -0.21
23. C -0.17
24. C -0.35
25. C 0.03
26. C -0.07
27. C -0.15
28. C -0.22
29. C -0.13
30. C -0.20
31. C -0.16
32. H 0.24
33. H 0.23
34. H 0.24
35. H 0.24
36. H 0.24
37. H 0.22
38. H 0.22
39. H 0.22
40. H 0.23
41. H 0.24
42. H 0.24
43. H 0.23
44. H 0.21

The following is a DFT calculation (the ωB97M-V functional and the def2-TZVPD basis) of a structure of composition C13H12BLaNOS at a distorted geometry.

Summary:
HOMO energy   -16.672 eV
HOMO-LUMO gap   3.0 eV

```
! wB97M-V def2-TZVPD RIJCOSX def2/J DEFGRID3
* xyz 3 1
C -1.106 2.831 -2.295
B 0.310 2.160 -2.496
O 0.887 2.275 -3.738
C 1.166 1.396 -1.374
C 2.529 1.321 -1.585
C 3.388 0.672 -0.682
C 2.893 0.069 0.449
C 1.530 0.101 0.698
C 0.683 0.769 -0.209
S -1.027 0.783 0.174
C -1.247 -0.697 1.078
C -2.478 -1.344 1.020
C -2.653 -2.580 1.810
C -1.561 -2.990 2.550
C -0.346 -2.332 2.560
C -0.152 -1.169 1.825
N 1.077 -0.522 1.893
H -1.460 3.251 -3.244
H -1.135 3.621 -1.531
H -1.829 2.027 -2.058
H 1.111 1.402 -4.092
H 2.936 1.786 -2.482
H 4.461 0.657 -0.862
H 3.600 -0.406 1.130
H -3.267 -0.896 0.358
H -3.618 -3.128 1.786
H -1.707 -3.901 3.132
H 0.440 -2.762 3.180
H 1.764 -1.248 2.104
La -5.186 -1.147 0.903
*
```

What are the natural (NBO) partial charges on each atom? They are as follows, in elementary charge units:
1. C -1.02
2. B 1.01
3. O -0.86
4. C -0.35
5. C -0.12
6. C -0.08
7. C -0.25
8. C 0.25
9. C -0.20
10. S 0.62
11. C -0.21
12. C -0.32
13. C -0.32
14. C -0.11
15. C -0.21
16. C 0.28
17. N -0.50
18. H 0.28
19. H 0.26
20. H 0.21
21. H 0.51
22. H 0.27
23. H 0.27
24. H 0.26
25. H 0.05
26. H 0.19
27. H 0.28
28. H 0.28
29. H 0.42
30. La 2.11

Question: Number 2 is which compound?
Answer: C5H12NO